No. 1
{"formula": "C6H11NO2", "method": "ωB97M-V/def2-TZVPD", "species": ["C", "C", "C", "O", "O", "H", "H", "H", "H", "H", "H", "C", "C", "N", "C", "H", "H", "H", "H", "H"], "coordinates": [[-2.561, -0.242, -0.575], [-0.211, 2.055, 1.002], [-0.861, 1.313, -0.131], [-1.874, 0.491, 0.351], [-0.795, 1.602, -1.304], [-1.545, -1.079, -0.975], [-3.384, -0.767, -0.103], [-2.804, 0.321, -1.473], [-0.819, 2.929, 1.234], [-0.136, 1.424, 1.881], [0.779, 2.379, 0.693], [2.825, -0.908, 0.715], [-0.090, -1.499, -1.070], [1.450, -0.446, 0.660], [0.641, -0.755, -0.194], [3.483, -0.059, 0.523], [3.027, -1.252, 1.731], [3.040, -1.710, -0.001], [0.040, -1.246, -2.115], [-0.206, -2.553, -0.850]], "forces_ev_per_a": [[1.87, -2.11, -1.88], [0.28, -0.33, -0.08], [-2.14, 0.72, -0.04], [1.55, 1.04, 0.86], [0.51, -0.44, 0.36], [-3.11, 1.61, 0.73], [0.02, 0.05, 0.02], [-0.26, 0.07, 0.08], [-0.07, -0.01, -0.08], [0.01, 0.02, 0.05], [0.00, 0.05, 0.01], [0.18, 0.02, -0.06], [2.18, 0.86, 0.31], [-0.91, 0.64, -0.16], [0.62, -2.45, -0.32], [-0.02, -0.08, -0.01], [-0.03, 0.00, -0.09], [-0.10, 0.09, 0.04], [-0.37, 0.15, 0.00], [-0.22, 0.12, 0.27]], "e_above_lowest_kcal_mol": 99.9, "e_homo_ha": -0.285, "gap_ev": 8.58, "multiplicity": 1}

=====

No. 2
{"formula": "C6H11NO2P", "method": "ωB97M-V/def2-TZVPD", "species": ["C", "C", "C", "C", "C", "C", "N", "O", "O", "P", "H", "H", "H", "H", "H", "H", "H", "H", "H", "H", "H"], "coordinates": [[-0.224, -1.873, -0.726], [2.152, -1.680, -0.130], [-1.515, -1.410, -0.447], [0.009, 2.283, -1.840], [-0.607, -0.379, 2.539], [-0.860, 1.632, -0.784], [0.969, -1.993, -1.001], [1.417, -0.954, 0.952], [-0.009, 0.957, 0.185], [-0.124, -0.461, 0.801], [2.820, -1.020, -0.669], [2.603, -2.580, 0.278], [-2.256, -2.056, -0.019], [-0.632, 2.663, -2.630], [0.582, 3.106, -1.421], [0.695, 1.562, -2.275], [0.144, 0.237, 3.037], [-0.608, -1.376, 2.971], [-1.587, 0.079, 2.641], [-1.528, 0.886, -1.222], [-1.442, 2.380, -0.240]], "forces_ev_per_a": [[2.20, 1.33, -0.15], [-4.18, 1.90, 0.77], [1.07, 0.35, 2.43], [-0.10, -0.20, 0.28], [0.03, -0.14, -0.54], [-0.06, 0.26, -0.32], [0.66, -2.75, -1.51], [1.39, 0.02, 0.47], [0.06, 0.21, 0.03], [0.07, -0.97, -0.63], [0.13, 0.10, 0.09], [-0.15, 0.01, -0.08], [-1.07, 0.08, -0.64], [-0.06, 0.11, -0.07], [0.03, 0.04, 0.01], [0.05, -0.08, -0.07], [0.03, -0.04, -0.04], [0.01, -0.07, 0.02], [-0.04, 0.01, -0.10], [-0.06, 0.06, 0.04], [0.01, -0.24, 0.01]], "e_above_lowest_kcal_mol": 64.7, "e_homo_ha": [-0.390, -0.548], "gap_ev": [7.18, 7.76], "charge": 1, "multiplicity": 3}

=====

No. 3
{"formula": "C6H11NO4", "method": "ωB97M-V/def2-TZVPD", "species": ["C", "C", "C", "C", "C", "C", "H", "H", "H", "H", "H", "H", "H", "H", "H", "H", "H", "N", "O", "O", "O", "O"], "coordinates": [[0.098, 1.026, -0.549], [-0.636, -0.028, -1.462], [-1.221, -1.231, -0.816], [-1.597, -0.811, 0.623], [-0.409, -0.302, 1.449], [0.707, 0.363, 0.683], [-0.330, 2.663, 0.400], [0.918, 1.519, -1.089], [0.059, -0.151, -2.286], [-1.472, 0.582, -1.829], [-0.475, -2.072, -0.788], [-2.096, -1.684, -1.307], [-2.037, -1.706, 1.135], [-2.452, -0.092, 0.635], [0.000, -1.111, 2.111], [-0.805, 0.540, 2.069], [1.253, 1.167, 1.132], [2.884, -0.127, -0.058], [-0.787, 1.984, -0.056], [1.669, -0.664, 0.291], [3.033, 1.104, 0.045], [3.696, -0.969, -0.334]], "forces_ev_per_a": [[0.75, -1.41, -0.24], [0.06, 2.84, -0.66], [0.61, -1.36, 1.38], [-1.09, -1.43, 0.21], [-0.20, 0.42, 1.60], [-0.54, -0.46, -1.41], [0.79, 0.99, 0.58], [-0.34, -0.19, -0.28], [-0.18, -0.65, -0.27], [0.12, -0.10, -0.36], [-0.49, 0.71, 0.23], [0.28, 0.60, -0.14], [0.48, 0.65, -0.26], [0.87, -0.20, -0.31], [-0.33, 0.82, -0.49], [0.33, -0.97, 0.00], [0.20, -0.05, 1.19], [0.90, 1.02, 0.78], [-1.76, -0.38, -0.71], [-0.17, 0.62, -0.07], [0.03, -2.32, -0.59], [-0.33, 0.84, -0.18]], "e_above_lowest_kcal_mol": 127.4, "e_homo_ha": -0.373, "gap_ev": 10.42, "multiplicity": 1}

=====

No. 4
{"formula": "C6H11NO4S2", "method": "ωB97M-V/def2-TZVPD", "species": ["C", "C", "C", "C", "C", "C", "N", "O", "O", "O", "O", "S", "S", "H", "H", "H", "H", "H", "H", "H", "H", "H", "H", "H"], "coordinates": [[1.486, 0.584, 1.223], [2.506, -0.082, 2.181], [-0.619, 1.878, -2.055], [-2.645, -1.000, -0.377], [-0.542, 0.438, -0.223], [0.545, -0.345, 0.462], [1.338, -1.003, -0.672], [2.146, -0.361, -1.255], [0.959, -2.133, -0.851], [0.050, 1.351, -0.988], [-1.341, -0.506, -0.896], [1.476, 2.199, 1.334], [-0.088, -1.628, 1.570], [2.203, -1.130, 2.146], [3.528, 0.106, 1.932], [2.355, 0.349, 3.193], [-0.793, 1.174, -2.891], [-0.124, 2.745, -2.438], [-1.573, 2.340, -1.754], [-2.690, -1.146, 0.697], [-2.714, -2.104, -0.779], [-3.413, -0.482, -0.871], [-1.071, 1.029, 0.514], [-0.978, -2.274, 0.797]], "forces_ev_per_a": [[1.42, 0.75, 2.00], [-2.08, -0.28, -0.12], [-2.04, 0.66, -1.28], [2.37, -2.67, -1.38], [-2.03, -0.94, 1.37], [0.89, 0.62, 0.57], [-1.66, -0.81, 1.60], [1.19, 0.37, -0.85], [0.88, -0.69, -1.40], [1.97, 0.25, -1.78], [-1.35, -0.20, -0.14], [-0.55, -0.20, -0.47], [-0.01, 0.21, 0.86], [0.99, -0.24, 0.56], [0.57, -0.08, -0.55], [-0.03, -0.46, -0.62], [0.07, 0.18, 0.52], [1.07, 0.24, -0.15], [-0.28, -0.54, 0.08], [-0.12, 0.88, 0.11], [0.29, 2.03, 0.54], [-1.14, 1.00, -0.07], [-0.86, -0.43, 0.80], [0.45, 0.34, -0.21]], "e_above_lowest_kcal_mol": 115.9, "e_homo_ha": -0.319, "gap_ev": 8.00, "multiplicity": 1}

=====

No. 5
{"formula": "C6H11NO5", "method": "ωB97M-V/def2-TZVPD", "species": ["C", "C", "C", "C", "C", "C", "N", "O", "O", "O", "O", "O", "H", "H", "H", "H", "H", "H", "H", "H", "H", "H", "H"], "coordinates": [[1.228, -0.025, -0.768], [0.115, -0.893, -1.440], [1.071, -0.100, 0.709], [-1.279, -0.218, -1.172], [-0.202, 0.589, 1.118], [-1.436, -0.138, 0.569], [-2.387, -0.997, -1.539], [-2.203, -2.225, -1.350], [-0.314, 1.946, 0.640], [-0.236, 0.534, 2.501], [-2.477, 0.606, 0.821], [-1.520, -1.359, 1.088], [2.216, -0.383, -1.026], [1.190, 0.991, -1.223], [0.259, -1.211, -2.447], [0.302, -1.854, -0.849], [0.875, -1.079, 1.111], [1.850, 0.347, 1.309], [-1.469, 0.857, -1.481], [0.510, 2.334, 0.715], [-1.096, 0.592, 2.805], [-2.158, 1.561, 0.633], [-1.736, -2.029, 0.273]], "forces_ev_per_a": [[0.08, 0.04, -2.22], [0.65, -0.21, 2.63], [-0.97, 1.24, 0.66], [1.24, 0.00, 1.23], [0.37, 0.16, -0.10], [2.26, -0.24, -2.41], [-0.20, -2.11, 0.05], [-0.40, 2.02, -0.25], [-2.55, -1.98, -0.06], [2.80, 0.07, -0.56], [-2.57, 3.99, 0.49], [-0.67, -3.07, -2.04], [0.18, -0.37, -0.30], [0.00, -0.33, 0.78], [0.12, 0.41, -0.96], [-1.24, 0.97, -0.79], [0.51, -0.76, -0.24], [0.57, 0.14, -0.07], [0.69, -1.40, 0.05], [2.60, 1.44, 0.30], [-2.92, 0.26, 1.00], [-1.04, -1.83, 0.51], [0.49, 1.57, 2.32]], "e_above_lowest_kcal_mol": 1.8, "e_homo_ha": [-0.342, -0.342], "gap_ev": [8.73, 8.74], "multiplicity": 1}

=====

No. 6
{"formula": "C6H11NOS", "method": "ωB97M-V/def2-TZVPD", "species": ["C", "C", "C", "C", "C", "C", "N", "O", "S", "H", "H", "H", "H", "H", "H", "H", "H", "H", "H", "H"], "coordinates": [[0.862, -0.974, -0.189], [1.926, -1.483, 0.575], [-1.910, 1.171, 1.429], [-0.138, -1.953, -0.582], [-0.734, 0.572, -0.972], [1.412, 1.481, -0.168], [0.568, 0.353, -0.428], [-3.278, -0.137, -0.363], [-1.957, -0.167, 0.270], [2.938, -0.941, 0.370], [1.908, -2.602, 0.553], [-2.630, 1.089, 2.348], [-0.889, 1.131, 1.830], [-0.811, -1.805, -1.455], [-0.268, -2.910, -0.101], [-1.070, 1.624, -0.942], [-0.913, 0.172, -1.880], [1.612, 1.613, 1.025], [2.301, 1.364, -0.746], [1.070, 2.403, -0.574]], "forces_ev_per_a": [[-0.71, -1.68, 1.12], [1.42, 0.60, -2.37], [-0.02, -1.66, 1.87], [-0.27, 1.02, -0.79], [-0.42, 2.18, 4.03], [0.99, -0.53, 2.97], [-0.88, 0.06, -0.99], [-0.61, -0.76, -0.65], [-0.44, 1.90, 0.29], [-1.75, -1.05, 1.14], [0.45, 1.17, 0.44], [0.93, 0.14, -2.08], [0.12, 0.60, -0.06], [0.68, -0.08, 0.81], [0.56, 0.01, 0.10], [0.67, -0.38, -0.24], [-0.74, -1.49, -2.92], [-0.17, -0.28, -2.88], [1.33, -0.32, 0.25], [-1.16, 0.55, -0.02]], "e_above_lowest_kcal_mol": 159.3, "e_homo_ha": [-0.287, -0.290], "gap_ev": [7.30, 6.82], "multiplicity": 1}

=====

No. 7
{"formula": "C6H11NP", "method": "ωB97M-V/def2-TZVPD", "species": ["C", "C", "C", "C", "C", "C", "N", "P", "H", "H", "H", "H", "H", "H", "H", "H", "H", "H", "H"], "coordinates": [[0.511, -0.544, -0.825], [0.209, 0.807, -1.222], [-1.652, 2.094, 0.874], [-0.189, -3.014, 1.443], [-0.522, 3.662, -1.424], [0.874, -2.160, 0.662], [0.459, -0.878, 0.405], [-0.525, 2.208, -0.338], [0.747, -1.207, -1.612], [0.474, 1.209, -2.295], [-1.481, 1.419, 1.804], [-1.113, -2.909, 1.063], [0.205, -4.106, 1.344], [-0.270, -2.746, 2.566], [-1.620, 3.983, -1.597], [-0.008, 3.442, -2.310], [0.029, 4.401, -0.819], [1.204, -2.652, -0.378], [1.595, -2.007, 1.401]], "forces_ev_per_a": [[-1.05, 2.91, -0.09], [0.13, 1.81, -1.18], [1.31, -1.44, 1.40], [4.05, -1.50, 2.24], [-2.20, 0.60, 2.07], [-0.94, -2.89, -1.39], [-1.10, 1.73, -0.25], [0.20, -1.44, -1.02], [0.56, -0.88, -0.86], [-0.61, -1.22, 2.06], [-0.69, 1.21, -1.63], [-3.23, 0.10, -1.61], [-0.99, 1.86, 0.35], [0.47, -0.34, -1.87], [1.93, -0.41, 0.23], [0.63, -0.23, -1.29], [-0.35, 0.12, -0.55], [-0.28, 0.39, 2.64], [2.14, -0.37, 0.78]], "e_above_lowest_kcal_mol": 120.0, "e_homo_ha": [-0.526, -0.487], "gap_ev": [7.57, 6.66], "charge": 1, "multiplicity": 1}

=====

No. 8
{"formula": "C6H11NS", "method": "ωB97M-V/def2-TZVPD", "species": ["C", "C", "C", "C", "C", "C", "H", "H", "H", "H", "H", "H", "H", "H", "H", "H", "H", "N", "S"], "coordinates": [[0.312, 1.546, 0.557], [0.452, 0.532, -0.657], [0.885, -0.671, -1.442], [0.093, -1.828, -0.640], [-0.671, -1.018, 0.613], [0.203, 0.130, 0.894], [-1.362, 2.436, -0.330], [-0.194, 3.496, 0.245], [1.235, 2.049, 1.043], [-0.501, 0.931, -1.125], [0.684, -0.527, -2.510], [1.885, -0.785, -1.392], [-0.398, -2.174, -1.589], [0.897, -2.546, -0.237], [-1.580, -0.424, 0.029], [-1.435, -1.345, 2.754], [1.205, -0.120, 1.544], [-0.676, 2.585, 0.552], [-1.033, -2.265, 1.692]], "forces_ev_per_a": [[2.93, 2.51, 0.38], [-1.38, 2.75, 1.28], [-1.68, 0.84, 1.38], [1.74, 1.20, -1.44], [-1.96, 1.71, -5.48], [2.88, -1.20, 0.10], [1.65, 0.20, 2.73], [-0.81, -1.81, 0.82], [-1.35, -1.28, -0.68], [0.38, -1.32, 0.55], [-0.55, -0.31, 0.30], [3.56, -0.79, 0.33], [-0.82, -0.91, 1.92], [-1.54, 0.75, -0.54], [1.43, -2.08, 1.65], [0.46, -1.74, -1.43], [-2.23, 0.15, -2.05], [-1.29, 1.10, -3.79], [-1.42, 0.21, 3.96]], "e_above_lowest_kcal_mol": 132.5, "e_homo_ha": -0.298, "gap_ev": 8.97, "multiplicity": 1}